DFT (the ωB97M-V functional and the def2-TZVPD basis) results for a molecular structure, C67H162F3MnO36S in a non-equilibrium geometry.

```
270
Properties=species:S:1:pos:R:3:forces:R:3
Mn -3.099 0.195 -0.328 0.332 0.774 -0.534
C 1.494 0.474 -0.176 -0.713 0.392 -0.084
F 2.534 -0.293 -0.311 1.315 -0.302 -0.133
F 1.743 1.484 0.663 0.109 -0.168 -0.323
F 1.155 0.967 -1.375 0.621 0.658 -0.380
S 0.111 -0.517 0.372 0.872 -3.098 0.405
O 0.441 -0.732 1.774 -0.699 -0.061 -0.872
O -0.976 0.402 0.103 -1.717 0.858 -0.016
O 0.067 -1.710 -0.510 0.106 1.805 1.519
C 3.901 5.584 -4.895 -1.261 0.465 2.100
O 2.569 5.295 -5.265 -0.419 0.365 -0.360
C 2.024 6.290 -6.145 -0.594 -2.057 -0.084
C 0.493 6.060 -6.173 0.526 -0.695 0.254
O -0.204 6.304 -4.945 0.430 -0.497 -0.498
C 0.293 7.412 -4.223 0.351 -0.817 0.129
H 4.280 4.743 -4.323 0.209 -0.249 -0.279
H 3.903 6.440 -4.173 0.147 -0.291 -0.620
H 4.454 5.817 -5.753 1.257 0.236 -1.158
H 2.439 6.138 -7.168 -0.334 0.115 0.421
H 2.299 7.278 -5.829 0.079 0.658 0.326
H 0.262 4.995 -6.479 0.367 1.201 0.401
H 0.093 6.720 -6.918 -0.340 0.438 -0.659
H -0.454 7.658 -3.505 -0.636 0.319 0.557
H 0.471 8.251 -4.866 0.105 0.643 -0.359
H 1.199 7.146 -3.668 0.084 0.113 -0.134
C 6.046 -2.023 -0.490 0.967 0.841 0.253
O 5.119 -1.340 0.332 0.070 0.148 -0.976
C 5.408 -1.342 1.720 -0.150 -2.048 -1.115
C 4.318 -0.538 2.330 -0.639 -0.120 1.545
O 4.424 -0.671 3.748 -0.255 -0.291 -0.253
C 3.366 -0.025 4.414 -0.250 0.290 0.614
H 6.023 -3.087 -0.372 -0.266 -0.913 0.398
H 7.113 -1.723 -0.247 -1.041 -0.044 -0.466
H 5.792 -1.834 -1.545 0.196 0.269 0.439
H 6.427 -0.985 1.851 0.078 0.185 0.506
H 5.329 -2.414 2.048 0.286 0.819 0.235
H 3.313 -0.925 2.003 0.895 0.571 0.011
H 4.474 0.517 2.136 -0.401 0.373 -0.647
H 2.377 -0.466 4.272 0.059 -0.432 -0.398
H 3.258 1.028 4.115 0.335 -0.019 0.101
H 3.562 -0.109 5.490 0.107 0.234 -0.245
C 2.223 -3.353 3.381 2.122 -0.599 2.274
O 2.282 -3.060 4.787 -0.488 0.230 -0.304
C 3.161 -3.792 5.622 -1.566 -0.631 -0.350
C 2.634 -5.212 5.984 -1.442 0.923 0.682
O 1.566 -5.100 7.007 0.412 0.172 -0.396
C 0.895 -6.332 7.283 1.199 -0.336 -1.377
H 1.781 -4.326 3.273 0.070 -0.552 -0.650
H 3.247 -3.223 2.993 -0.214 -0.601 -0.258
H 1.657 -2.592 2.967 -1.441 1.356 -0.920
H 3.233 -3.104 6.447 0.350 -0.345 0.838
H 4.110 -3.903 5.145 0.945 -0.095 -0.376
H 3.434 -5.807 6.442 -0.049 -0.100 -0.416
H 2.191 -5.660 5.058 0.616 0.139 0.734
H 0.516 -6.428 8.298 0.223 0.482 0.086
H 1.631 -7.137 7.079 -0.467 -0.011 0.459
H 0.072 -6.496 6.577 -0.083 0.107 0.029
C -6.931 0.186 0.074 0.628 -0.403 0.552
O -5.661 0.837 0.226 0.101 1.182 0.349
C -5.667 1.954 1.144 -0.042 -0.667 1.308
C -4.400 2.804 1.059 -0.175 -0.100 -0.586
O -3.169 2.078 1.078 -0.624 -0.831 0.043
C -2.050 2.970 1.327 -0.833 -1.077 0.294
H -7.694 0.846 -0.370 0.460 -0.348 -0.355
H -7.332 -0.111 1.053 0.179 0.018 0.004
H -6.658 -0.744 -0.463 -0.726 0.643 -0.108
H -5.843 1.606 2.196 0.644 -0.400 -0.639
H -6.547 2.611 1.081 0.182 0.029 -0.979
H -4.436 3.499 1.902 0.042 0.039 0.032
H -4.367 3.365 0.127 -0.323 0.280 -0.066
H -1.158 2.335 1.314 -0.122 0.695 -0.596
H -2.177 3.326 2.330 0.032 0.420 0.755
H -2.190 3.794 0.652 0.860 0.265 -0.523
C 0.564 4.741 2.768 0.352 0.398 0.637
O 0.163 4.810 1.455 -1.444 -0.331 -1.265
C 0.188 6.132 0.976 0.509 0.313 0.593
C -0.188 6.192 -0.452 3.099 0.663 -0.369
O 1.074 5.895 -1.145 -1.587 -0.364 -0.375
C 0.916 4.888 -2.113 2.346 0.403 -1.644
H 1.605 5.019 2.766 0.723 0.042 0.683
H 0.423 3.741 3.142 0.144 -0.354 -0.115
H 0.010 5.423 3.430 -0.043 0.055 -0.090
H 1.214 6.496 1.092 -0.086 0.308 -0.141
H -0.473 6.778 1.532 -0.502 0.225 0.724
H -0.485 7.180 -0.774 -0.149 0.436 0.131
H -0.956 5.520 -0.667 -1.194 -1.409 -0.578
H 1.783 4.953 -2.858 -0.732 -0.038 1.163
H 0.101 5.030 -2.796 -1.005 0.082 -0.013
H 0.957 3.892 -1.706 -0.307 -0.555 0.429
C 2.484 9.000 1.558 -0.718 -0.054 -0.463
O 2.685 8.238 0.398 -2.248 0.008 0.062
C 3.948 8.177 -0.067 2.265 -1.566 -0.462
C 4.240 6.733 -0.575 -1.539 1.090 -1.211
O 4.254 5.861 0.487 0.064 0.271 1.323
C 4.438 4.503 0.187 -0.891 0.643 -0.916
H 2.399 10.062 1.323 0.331 0.234 0.062
H 3.303 8.806 2.256 -0.354 0.095 0.322
H 1.479 8.700 1.894 0.546 0.027 0.498
H 4.615 8.357 0.766 0.687 0.063 0.284
H 4.203 8.914 -0.832 -0.229 0.090 -0.301
H 5.158 6.698 -1.123 1.027 0.154 -0.354
H 3.440 6.472 -1.328 0.409 0.096 0.686
H 4.389 4.004 1.114 0.118 -0.720 1.135
H 5.401 4.309 -0.287 -0.115 -0.137 -0.343
H 3.546 4.179 -0.387 0.626 -0.226 -0.271
C 4.474 1.730 -2.140 0.760 0.375 1.278
O 5.513 2.602 -2.518 -0.266 0.179 -0.649
C 6.735 1.922 -2.642 0.821 0.714 -0.130
C 7.184 1.226 -1.415 1.791 -0.987 1.214
O 7.478 2.122 -0.368 0.002 0.391 0.136
C 7.723 1.596 0.927 -0.694 1.161 0.255
H 4.552 0.821 -2.671 -0.316 -1.144 -1.149
H 3.501 2.185 -2.209 -0.207 0.364 -0.327
H 4.640 1.421 -1.113 -0.333 0.084 0.538
H 7.493 2.659 -2.950 -0.320 -0.068 0.148
H 6.772 1.124 -3.383 -0.652 -0.029 -0.618
H 8.119 0.635 -1.675 -0.831 0.468 0.154
H 6.449 0.510 -1.076 -0.314 -0.379 0.096
H 7.956 2.493 1.548 -0.028 -0.803 -0.371
H 8.526 0.882 0.990 0.655 -0.271 -0.295
H 6.845 1.113 1.377 -0.133 0.119 -0.284
C -1.596 0.388 -6.751 0.545 -1.278 2.158
O -1.590 1.394 -5.759 0.359 0.768 0.497
C -0.519 2.326 -5.917 -0.915 -0.172 0.544
C 0.715 1.992 -5.103 0.021 -1.118 0.774
O 1.181 0.678 -5.486 0.683 0.835 0.041
C 2.401 0.352 -4.800 -0.535 0.611 0.446
H -2.414 -0.269 -6.399 0.166 0.189 -0.965
H -0.654 -0.197 -6.692 -0.495 0.262 -0.288
H -1.695 0.859 -7.691 -0.495 0.054 -1.364
H -0.934 3.295 -5.596 0.355 -0.132 -0.040
H -0.302 2.383 -6.985 0.399 0.155 -0.046
H 0.561 1.889 -3.978 -0.255 0.724 -1.171
H 1.436 2.798 -5.292 0.284 -0.243 0.082
H 3.216 1.097 -5.060 -0.816 -0.861 0.444
H 2.670 -0.660 -5.114 0.112 0.220 0.014
H 2.183 0.336 -3.682 0.544 0.144 -1.138
C -4.502 1.555 -2.910 1.591 -1.903 1.225
O -3.381 1.754 -1.986 0.420 1.972 -1.170
C -2.431 2.720 -2.672 -1.344 -1.158 1.203
C -3.050 4.063 -2.747 0.117 2.443 0.392
O -3.216 4.623 -1.434 0.203 -0.445 0.332
C -3.844 5.879 -1.484 -0.595 0.641 0.359
H -5.209 2.360 -2.890 -0.088 0.612 -0.343
H -4.981 0.695 -2.437 -0.357 -0.081 -0.544
H -4.030 1.264 -3.872 -0.857 0.393 0.274
H -2.161 2.264 -3.612 -0.142 0.113 -0.517
H -1.536 2.814 -2.094 0.502 -0.231 0.765
H -4.062 4.140 -3.138 0.184 -0.422 -0.953
H -2.357 4.806 -3.236 -0.603 -0.992 -0.369
H -3.721 6.359 -0.504 -0.161 -0.314 -0.139
H -4.941 5.838 -1.727 0.815 -0.229 0.148
H -3.379 6.567 -2.196 0.136 -0.170 -0.249
C -4.250 -3.788 -5.560 -0.809 -0.308 -0.512
O -3.532 -4.214 -4.420 -1.513 0.997 0.094
C -2.561 -5.198 -4.531 1.337 0.554 -2.170
C -2.588 -6.072 -3.354 2.213 -2.106 0.743
O -1.751 -5.495 -2.342 -0.770 -0.757 0.085
C -1.607 -6.460 -1.314 0.073 -0.107 -0.554
H -5.007 -4.561 -5.922 1.068 0.673 0.383
H -3.583 -3.501 -6.400 -0.259 -0.182 0.385
H -4.857 -2.902 -5.264 0.553 -0.520 -0.133
H -1.565 -4.678 -4.684 -0.907 -0.936 0.469
H -2.633 -5.816 -5.447 -0.575 0.227 0.205
H -2.026 -7.057 -3.629 -1.242 1.273 0.226
H -3.587 -6.327 -2.936 0.388 0.285 -0.484
H -1.117 -7.402 -1.619 -0.452 0.226 -0.426
H -2.553 -6.655 -0.827 -0.392 -0.285 0.092
H -0.956 -6.043 -0.615 0.935 0.602 1.268
C -1.944 -2.181 6.755 -0.919 2.346 1.002
O -1.723 -1.592 5.482 0.308 -0.565 -0.124
C -0.677 -2.300 4.833 0.193 0.226 -0.969
C -0.992 -3.754 4.675 -0.373 -0.663 -0.806
O -2.298 -3.956 4.077 1.207 1.091 0.198
C -2.537 -5.322 3.858 0.138 0.820 -0.401
H -2.240 -1.294 7.412 0.149 -1.418 -0.587
H -1.021 -2.571 7.112 0.831 -0.353 0.612
H -2.698 -2.972 6.813 -0.098 0.208 -0.423
H 0.279 -2.270 5.355 -0.046 0.203 0.509
H -0.436 -1.827 3.860 -0.631 -0.076 0.301
H -0.992 -4.257 5.639 0.062 -0.156 0.253
H -0.182 -4.223 4.074 -0.549 0.095 0.147
H -1.858 -5.672 3.080 0.042 -0.480 0.055
H -3.559 -5.345 3.508 -0.314 -0.553 0.022
H -2.392 -5.834 4.798 -0.124 -0.693 0.190
C 1.838 -8.155 3.984 -0.355 0.330 0.828
O 2.045 -7.019 3.176 0.400 -0.871 -0.882
C 1.816 -7.360 1.804 0.447 0.076 0.843
C 1.543 -6.113 1.073 -0.949 0.923 -0.358
O 0.251 -5.675 1.543 0.529 -0.180 0.686
C -0.121 -4.385 1.141 1.148 0.659 -1.485
H 0.780 -8.489 3.943 0.508 -0.132 -0.298
H 1.981 -7.803 5.000 0.155 -0.162 0.209
H 2.553 -8.968 3.804 -0.251 0.074 -0.233
H 0.909 -7.931 1.774 -0.599 -0.634 -0.197
H 2.613 -7.950 1.311 0.027 0.257 0.547
H 1.408 -6.387 0.021 0.522 0.445 -0.231
H 2.336 -5.333 1.246 -0.760 -0.626 -0.267
H -0.772 -3.898 1.849 -0.371 -0.132 0.537
H -0.660 -4.469 0.163 0.655 0.709 0.604
H 0.801 -3.729 1.062 -1.136 -0.567 -0.318
C -1.178 -4.889 -8.453 -0.579 0.678 1.104
O -0.339 -4.010 -7.715 0.397 -0.798 0.260
C 0.918 -4.629 -7.403 -0.581 1.251 0.734
C 1.451 -4.072 -6.073 1.415 -0.554 -1.577
O 0.628 -4.443 -5.024 -0.192 -0.181 0.220
C 0.482 -3.477 -3.995 0.293 0.340 -0.470
C 1.790 -3.225 -3.229 -2.468 0.091 1.228
O 1.802 -4.062 -2.056 1.791 0.583 -0.204
C 3.114 -3.881 -1.417 -1.896 0.540 -0.498
H -0.641 -5.345 -9.270 0.049 -0.228 -0.400
H -1.978 -4.233 -8.805 -0.027 -0.400 -0.266
H -1.622 -5.665 -7.781 0.363 0.319 -0.507
H 1.596 -4.358 -8.208 0.421 -0.288 -0.070
H 0.827 -5.704 -7.294 -0.139 -0.312 -0.151
H 1.606 -2.989 -6.174 -0.322 0.001 0.203
H 2.488 -4.525 -5.999 -0.800 0.408 0.252
H -0.249 -3.929 -3.337 -0.124 0.320 0.331
H 0.103 -2.525 -4.465 0.269 -0.674 0.515
H 1.718 -2.171 -2.863 0.807 -0.471 -0.512
H 2.567 -3.488 -3.923 0.961 0.384 0.035
H 3.126 -4.460 -0.525 0.168 -0.972 0.308
H 3.255 -2.868 -1.047 -0.162 0.517 -0.298
H 3.877 -4.105 -2.139 0.613 -0.401 -0.115
C -2.928 -0.205 2.823 -0.698 0.853 -0.429
O -3.217 -0.807 1.527 -0.175 -0.095 1.048
C -3.889 -2.072 1.549 -0.451 -0.153 -0.122
C -3.489 -2.735 0.241 -0.569 -0.084 0.131
O -3.943 -1.865 -0.806 -0.988 0.552 -0.042
C -3.782 -2.372 -2.143 0.873 1.802 -0.068
C -2.399 -2.003 -2.634 -0.260 0.514 0.408
O -2.302 -0.547 -2.493 -1.203 -1.728 0.548
C -1.060 -0.162 -2.946 2.480 0.745 -0.825
H -2.678 -0.894 3.606 -0.176 -0.827 0.124
H -3.726 0.487 3.133 -0.131 -0.587 -0.099
H -2.087 0.429 2.676 0.860 0.331 -0.272
H -5.011 -1.949 1.551 0.987 0.061 0.260
H -3.533 -2.632 2.432 -0.252 0.011 -0.413
H -3.984 -3.740 0.135 0.841 0.783 0.052
H -2.412 -2.673 0.150 0.457 -1.059 0.301
H -4.521 -1.866 -2.779 0.002 -0.235 0.311
H -3.901 -3.410 -2.154 -0.367 -1.593 -0.075
H -2.288 -2.281 -3.677 0.014 0.028 -0.160
H -1.591 -2.479 -2.047 -0.349 0.227 -0.149
H -0.332 -0.931 -2.703 0.167 -0.182 -0.104
H -0.652 0.708 -2.438 -0.688 0.144 0.191
H -0.985 0.069 -4.020 -0.539 -0.364 0.156
C -8.372 0.483 6.856 0.472 -0.804 -1.501
O -7.193 1.207 7.057 -0.840 1.189 -0.122
C -6.406 0.544 7.944 1.689 -2.031 1.212
C -5.133 1.255 8.318 0.585 0.044 0.109
O -4.174 1.109 7.248 0.069 0.725 0.706
C -2.859 1.664 7.565 -2.172 0.147 1.246
C -2.128 1.750 6.289 1.658 0.051 -0.899
O -0.771 2.201 6.524 -0.584 0.332 -0.060
C 0.043 2.015 5.385 0.275 0.880 -0.360
H -9.026 1.084 6.257 -0.405 0.372 -0.291
H -8.877 0.217 7.772 -0.077 -0.172 0.475
H -8.116 -0.433 6.253 -0.429 0.435 0.663
H -6.088 -0.421 7.498 -0.096 0.057 0.148
H -6.908 0.260 8.900 -0.169 0.428 -0.477
H -4.748 0.821 9.279 -0.102 0.099 -0.794
H -5.383 2.300 8.552 0.343 0.085 -0.323
H -2.415 0.963 8.278 0.373 0.378 0.083
H -3.016 2.685 8.018 0.421 -0.938 -0.245
H -2.706 2.396 5.607 0.401 0.057 -0.019
H -1.983 0.774 5.838 -0.634 -0.414 -0.162
H -0.059 1.017 4.998 -0.168 -0.707 -0.310
H 1.114 2.151 5.616 -0.578 0.102 0.340
H -0.195 2.737 4.564 -0.101 -0.511 0.661
```
Positions in Å, forces in eV/Å.

Calculated values
**Calculated total energy**: -196099.8363 eV
**Multiplicity**: 6
**Molar mass**: 1688.0 Da
**HOMO level**: -0.387 Eh
**Net charge**: +1